Entry 1:
{
  "formula": "C44H43LaN8O5S2",
  "method": "ωB97M-V/def2-TZVPD",
  "total_charge": -2,
  "homo_ev": -1.43,
  "e_tot_ha": -3344.9569,
  "lumo_energy_ev": 3.3,
  "de_lowest_kj_mol": 129.7,
  "symbols": ["La", "O", "C", "C", "C", "C", "C", "C", "C", "N", "C", "C", "N", "C", "C", "C", "C", "C", "C", "C", "O", "H", "H", "H", "H", "H", "H", "H", "H", "H", "H", "H", "H", "H", "H", "N", "C", "S", "N", "C", "C", "C", "C", "C", "C", "H", "H", "H", "H", "H", "H", "H", "H", "N", "C", "C", "C", "C", "C", "C", "S", "O", "O", "O", "H", "H", "H", "H", "H", "H", "N", "C", "N", "C", "C", "C", "C", "C", "C", "H", "H", "H", "H", "H", "H", "C", "C", "C", "C", "C", "C", "C", "C", "N", "H", "H", "H", "H", "H", "H", "H", "H", "H"],
  "coordinates": [[0.174, 0.320, -0.158], [-0.533, 1.720, 1.533], [-0.494, 2.079, 2.766], [-1.278, 3.172, 3.219], [-1.268, 3.559, 4.533], [-0.480, 2.889, 5.484], [0.295, 1.835, 5.068], [0.319, 1.413, 3.728], [1.172, 0.290, 3.409], [1.389, -0.247, 2.267], [2.262, -1.423, 2.282], [2.360, -2.039, 0.884], [1.022, -2.133, 0.322], [0.410, -3.249, 0.431], [-0.971, -3.536, 0.096], [-1.369, -4.880, 0.196], [-2.652, -5.293, -0.072], [-3.592, -4.321, -0.451], [-3.248, -2.999, -0.550], [-1.926, -2.532, -0.278], [-1.656, -1.289, -0.368], [-1.887, 3.680, 2.482], [-1.880, 4.398, 4.842], [-0.486, 3.198, 6.521], [0.916, 1.304, 5.783], [1.675, -0.142, 4.290], [1.851, -2.176, 2.968], [3.268, -1.158, 2.629], [2.853, -3.020, 0.952], [2.970, -1.374, 0.268], [0.969, -4.116, 0.825], [-0.623, -5.610, 0.497], [-2.932, -6.333, 0.017], [-4.611, -4.621, -0.668], [-3.973, -2.252, -0.844], [3.566, -0.326, -2.812], [3.702, 0.836, -2.119], [4.050, 0.878, -0.479], [3.566, 2.009, -2.786], [3.575, 2.296, -4.161], [2.903, 3.450, -4.566], [2.935, 3.841, -5.891], [3.627, 3.091, -6.835], [4.294, 1.946, -6.429], [4.279, 1.545, -5.101], [3.412, -1.130, -2.221], [2.944, -0.288, -3.611], [3.223, 2.762, -2.198], [2.340, 4.026, -3.839], [2.397, 4.734, -6.183], [3.645, 3.396, -7.873], [4.841, 1.354, -7.152], [4.831, 0.668, -4.800], [-3.645, 1.277, 0.683], [-4.174, 2.460, 0.156], [-3.367, 3.480, -0.347], [-3.937, 4.665, -0.793], [-5.312, 4.859, -0.744], [-6.113, 3.841, -0.255], [-5.553, 2.653, 0.187], [-6.058, 6.388, -1.328], [-7.443, 6.324, -0.862], [-5.929, 6.339, -2.781], [-5.276, 7.450, -0.705], [-4.245, 0.474, 0.577], [-2.685, 1.040, 0.474], [-2.290, 3.343, -0.391], [-3.306, 5.449, -1.190], [-7.181, 4.005, -0.216], [-6.188, 1.861, 0.573], [-0.172, -3.003, -4.242], [0.111, -2.589, -2.971], [0.488, -1.348, -2.898], [0.447, -0.886, -4.210], [0.739, 0.378, -4.715], [0.633, 0.556, -6.081], [0.235, -0.485, -6.930], [-0.077, -1.741, -6.442], [0.039, -1.917, -5.069], [-0.541, -3.901, -4.500], [0.019, -3.259, -2.133], [0.980, 1.181, -4.029], [0.837, 1.531, -6.496], [0.161, -0.301, -7.995], [-0.410, -2.536, -7.096], [1.871, 3.841, -0.367], [1.242, 4.004, -1.725], [1.334, 5.218, -2.385], [0.620, 5.481, -3.550], [-0.287, 4.515, -3.977], [-0.418, 3.290, -3.349], [-1.550, 2.376, -3.744], [0.450, 2.922, -2.256], [0.524, 1.677, -1.779], [2.182, 4.813, 0.023], [2.739, 3.178, -0.345], [1.144, 3.411, 0.330], [1.956, 5.997, -1.953], [0.704, 6.436, -4.053], [-0.949, 4.741, -4.809], [-1.524, 2.111, -4.804], [-2.509, 2.863, -3.548], [-1.506, 1.453, -3.163]],
  "lowdin_charge": [1.854, -0.306, -0.361, 0.000, -0.091, -0.125, -0.080, -0.145, -0.115, -0.046, -0.226, -0.258, -0.085, -0.132, -0.177, -0.084, -0.131, -0.107, -0.018, -0.397, -0.244, 0.115, 0.100, 0.083, 0.097, 0.121, 0.114, 0.117, 0.110, 0.012, 0.122, 0.099, 0.082, 0.095, 0.110, 0.115, -0.880, 0.626, 0.074, -0.226, -0.007, -0.072, -0.117, -0.109, -0.045, 0.077, 0.073, 0.096, 0.067, 0.104, 0.089, 0.093, 0.100, 0.100, -0.332, -0.037, -0.055, -0.279, -0.078, -0.056, 0.394, -0.401, -0.386, -0.387, 0.074, 0.028, 0.103, 0.116, 0.098, 0.096, 0.119, -0.158, 0.106, -0.231, -0.032, -0.073, -0.098, -0.039, -0.204, 0.149, 0.106, 0.079, 0.102, 0.094, 0.097, -0.073, -0.274, -0.130, -0.160, -0.090, -0.239, -0.066, -0.417, -0.328, 0.072, -0.005, 0.060, 0.100, 0.082, 0.106, 0.062, 0.077, 0.050]
}

***

Entry 2:
{
  "formula": "C44H44N4O10S2Se2Ta",
  "method": "ωB97M-V/def2-TZVPD",
  "total_charge": -1,
  "homo_ev": -4.91,
  "e_tot_ha": -8330.9138,
  "lumo_energy_ev": 2.1,
  "de_lowest_kj_mol": 107.8,
  "symbols": ["Ta", "O", "C", "C", "C", "O", "C", "Se", "C", "Se", "H", "H", "H", "H", "H", "H", "H", "H", "H", "H", "C", "O", "C", "C", "C", "C", "C", "C", "O", "C", "O", "C", "H", "H", "H", "H", "H", "H", "H", "H", "H", "C", "C", "C", "C", "C", "C", "C", "S", "O", "O", "N", "C", "C", "O", "O", "H", "H", "H", "H", "H", "H", "H", "H", "H", "C", "C", "O", "S", "C", "C", "C", "C", "C", "C", "C", "C", "H", "H", "H", "H", "H", "H", "H", "C", "C", "N", "C", "C", "C", "C", "C", "C", "C", "C", "N", "C", "N", "H", "H", "H", "H", "H", "H", "H", "H", "H"],
  "coordinates": [[0.096, 0.013, 0.056], [1.532, 4.803, 1.340], [2.886, 4.532, 1.024], [3.185, 3.083, 0.611], [4.717, 2.992, 0.512], [5.223, 1.777, -0.012], [2.653, 2.145, 1.697], [2.504, 0.291, 1.157], [2.590, 2.767, -0.765], [0.688, 2.385, -0.838], [0.964, 4.302, 0.734], [3.457, 4.785, 1.924], [3.233, 5.195, 0.217], [5.135, 3.181, 1.512], [5.089, 3.779, -0.153], [4.654, 1.051, 0.289], [1.667, 2.465, 2.026], [3.318, 2.174, 2.564], [3.099, 1.927, -1.225], [2.722, 3.627, -1.427], [-2.235, -3.494, -4.863], [-3.403, -2.732, -4.604], [-3.293, -1.732, -3.686], [-4.486, -1.097, -3.331], [-4.452, -0.105, -2.378], [-3.263, 0.299, -1.756], [-3.285, 1.288, -0.656], [-4.628, 1.774, -0.158], [-2.274, 1.683, -0.102], [-2.072, -0.331, -2.158], [-0.888, -0.012, -1.660], [-2.094, -1.346, -3.120], [-2.527, -4.256, -5.582], [-1.868, -3.970, -3.949], [-1.444, -2.873, -5.286], [-5.412, -1.411, -3.794], [-5.382, 0.368, -2.091], [-5.168, 2.321, -0.933], [-4.451, 2.429, 0.691], [-5.243, 0.924, 0.146], [-1.150, -1.816, -3.353], [-3.358, -6.004, 4.942], [-2.905, -5.050, 3.871], [-2.741, -3.693, 4.146], [-2.299, -2.821, 3.167], [-2.035, -3.314, 1.895], [-2.190, -4.657, 1.592], [-2.627, -5.515, 2.589], [-1.339, -2.216, 0.721], [-2.007, -0.896, 0.710], [-1.303, -2.910, -0.539], [0.090, -1.776, 1.317], [1.142, -2.743, 1.010], [1.553, -2.589, -0.454], [2.048, -3.485, -1.098], [1.277, -1.387, -0.906], [-3.595, -5.477, 5.865], [-2.578, -6.736, 5.162], [-4.245, -6.556, 4.626], [-2.948, -3.317, 5.141], [-2.143, -1.769, 3.381], [-1.972, -5.009, 0.592], [-2.751, -6.569, 2.366], [0.836, -3.770, 1.216], [2.006, -2.504, 1.631], [-3.329, 0.479, 10.708], [-2.894, 0.554, 9.261], [-2.824, -0.411, 8.551], [-2.502, 2.217, 8.746], [-1.990, 1.956, 7.077], [-2.929, 1.936, 6.051], [-2.526, 1.722, 4.746], [-1.174, 1.528, 4.436], [-0.237, 1.570, 5.474], [-0.642, 1.779, 6.780], [-0.774, 1.250, 3.096], [-0.433, 0.950, 1.970], [-4.275, -0.058, 10.755], [-3.438, 1.462, 11.163], [-2.583, -0.095, 11.257], [-3.976, 2.081, 6.282], [-3.251, 1.700, 3.944], [0.809, 1.423, 5.239], [0.088, 1.800, 7.580], [2.822, -1.800, -3.982], [3.172, -0.712, -3.192], [2.572, 0.468, -3.285], [1.593, 0.615, -4.170], [1.173, -0.397, -5.031], [1.823, -1.631, -4.919], [0.142, -0.253, -6.067], [-0.912, 0.553, -6.250], [-1.468, 1.652, -5.445], [-2.827, 1.946, -5.562], [-3.322, 2.969, -4.784], [-2.561, 3.667, -3.939], [-1.283, 3.305, -3.894], [-0.696, 2.353, -4.612], [3.308, -2.755, -3.843], [3.946, -0.799, -2.437], [1.115, 1.584, -4.203], [1.530, -2.453, -5.563], [0.247, -1.008, -6.844], [-1.521, 0.326, -7.121], [-3.471, 1.375, -6.217], [-4.372, 3.240, -4.828], [-0.644, 3.837, -3.198]],
  "lowdin_charge": [1.442, -0.083, -0.237, -0.580, -0.237, -0.091, -0.511, 0.739, -0.514, 0.731, 0.004, 0.126, 0.120, 0.119, 0.126, -0.012, 0.031, 0.071, 0.023, 0.073, -0.071, -0.079, -0.271, -0.014, -0.032, -0.104, -0.380, -0.008, -0.022, -0.306, -0.305, 0.055, 0.089, 0.102, 0.078, 0.110, 0.103, 0.083, 0.083, 0.088, 0.120, -0.053, -0.268, -0.025, -0.030, -0.277, -0.043, -0.038, 0.602, -0.356, -0.257, -0.316, -0.198, -0.627, 0.073, -0.266, 0.073, 0.082, 0.080, 0.116, 0.121, 0.115, 0.114, 0.121, 0.090, -0.085, -0.759, 0.031, 1.004, -0.558, -0.096, -0.024, -0.237, -0.018, -0.094, -0.096, -0.202, 0.084, 0.057, 0.086, 0.105, 0.115, 0.119, 0.104, -0.059, -0.137, 0.091, -0.086, -0.199, -0.039, -0.047, -0.040, -0.265, -0.019, -0.143, 0.085, -0.200, 0.132, 0.102, 0.115, 0.080, 0.107, 0.103, 0.100, 0.108, 0.103, 0.080]
}